Entry 1:
{
  "formula": "C33H24Cl2ILiN2O3S4",
  "method": "ωB97M-V with the def2-TZVPD basis set",
  "e_homo_ev": -1.5378,
  "fmax_ev_per_a": 3.1,
  "lumo_ev": 4.039,
  "total_charge": -2,
  "gap_ev": 5.577,
  "elements": ["Li", "C", "C", "N", "C", "C", "C", "O", "C", "C", "N", "C", "C", "C", "C", "C", "C", "I", "C", "O", "H", "H", "H", "H", "H", "H", "H", "H", "H", "H", "H", "H", "Cl", "C", "C", "C", "C", "C", "Cl", "C", "S", "H", "H", "H", "O", "C", "C", "C", "C", "C", "S", "C", "C", "C", "C", "S", "C", "C", "C", "C", "S", "H", "H", "H", "H", "H", "H", "H", "H", "H"],
  "coordinates": [[0.18823, -0.26492, -0.47290], [-3.43941, 0.17649, 2.47792], [-2.07235, 0.30130, 2.99148], [-1.97360, 0.55655, 4.28679], [-0.79045, 0.63525, 4.86006], [0.40342, 0.44460, 4.16858], [1.66891, 0.54059, 4.96732], [2.33305, 1.81335, 4.82726], [0.39156, 0.30110, 2.75852], [1.63221, 0.26368, 2.04060], [1.90022, -0.25330, 0.85865], [3.21026, -0.60648, 0.57261], [4.09907, -0.87462, 1.65191], [5.41977, -1.20332, 1.41281], [5.95202, -1.29834, 0.12058], [5.02550, -1.22010, -0.93705], [3.68332, -0.85305, -0.72885], [2.60027, -0.66175, -2.53528], [-0.89869, 0.16759, 2.13782], [-1.08792, 0.05019, 0.87396], [-4.09356, -0.15012, 3.30713], [-3.45670, -0.59134, 1.68210], [-3.77389, 1.15946, 2.07290], [-0.74994, 0.83562, 5.92049], [2.39166, -0.22580, 4.63976], [1.49104, 0.30628, 6.03748], [1.92983, 2.46163, 5.43154], [2.47174, 0.78173, 2.52605], [3.72913, -0.84874, 2.66784], [6.08189, -1.36901, 2.24636], [7.00944, -1.43713, -0.07907], [5.34130, -1.34676, -1.96367], [-0.12682, -3.08812, 1.88008], [-1.14012, -4.06653, 0.90195], [-1.90820, -5.01886, 1.62235], [-2.62438, -6.01189, 0.92552], [-2.65130, -5.98460, -0.47632], [-1.94502, -5.00555, -1.20828], [-2.07636, -5.13035, -2.89502], [-1.15159, -3.96804, -0.53647], [-0.21911, -2.84306, -1.41757], [-1.83917, -4.97164, 2.70486], [-3.18118, -6.76037, 1.46650], [-3.25254, -6.68592, -1.06691], [0.10536, 1.00272, -1.75570], [-0.52626, 1.97531, -2.42725], [-0.93580, 1.36963, -3.78716], [-1.00371, 0.02747, -4.13183], [-1.45032, -0.18548, -5.48853], [-1.67842, 0.97643, -6.14284], [-1.44537, 2.34784, -5.12283], [0.45449, 3.17632, -2.56840], [1.72987, 3.23514, -2.07307], [2.37630, 4.49277, -2.27685], [1.54353, 5.40353, -2.83335], [0.01278, 4.70283, -3.26897], [-1.80245, 2.38845, -1.64145], [-3.07374, 1.88075, -1.82050], [-4.05660, 2.45923, -0.95410], [-3.51178, 3.33765, -0.06230], [-1.80666, 3.52855, -0.33400], [-0.76083, -0.76075, -3.43256], [-1.63700, -1.16592, -5.92280], [-2.02352, 1.08512, -7.15043], [2.17329, 2.36746, -1.62308], [3.41805, 4.66643, -2.02887], [1.77971, 6.43101, -3.03837], [-3.27129, 1.10477, -2.54163], [-5.11517, 2.20149, -1.01807], [-3.99599, 3.89559, 0.72255]]
}

---

Entry 2:
{
  "formula": "C33H24Cl5N6O7SW",
  "method": "ωB97M-V with the def2-TZVPD basis set",
  "e_homo_ev": -10.7205,
  "fmax_ev_per_a": 4.3,
  "relative_energy_ev": 1.320,
  "lumo_ev": -4.333,
  "total_charge": 1,
  "gap_ev": 6.388,
  "elements": ["W", "C", "O", "C", "C", "C", "C", "C", "C", "N", "N", "C", "O", "C", "C", "C", "C", "C", "C", "C", "O", "H", "H", "H", "H", "H", "H", "H", "H", "H", "H", "H", "H", "Cl", "C", "C", "C", "Cl", "C", "Cl", "C", "Cl", "C", "Cl", "N", "C", "C", "C", "C", "C", "C", "S", "O", "O", "N", "C", "N", "C", "C", "C", "N", "H", "H", "H", "H", "H", "H", "H", "H", "H", "C", "C", "O", "O", "H", "H", "H"],
  "coordinates": [[-16.59257, 3.29003, -12.17783], [-11.41074, 4.39655, -11.08789], [-12.64615, 3.94305, -11.61604], [-12.74220, 2.60137, -11.84911], [-11.72755, 1.76268, -12.20418], [-11.94314, 0.48740, -12.74414], [-13.22016, -0.03068, -12.82271], [-14.26545, 0.77528, -12.32688], [-15.59762, 0.27527, -12.64609], [-16.59412, 1.06836, -12.66754], [-17.82303, 0.40646, -12.64066], [-18.68947, 1.17687, -12.05868], [-18.23719, 2.36618, -11.65737], [-20.09558, 0.87340, -11.87399], [-20.78040, -0.10315, -12.57807], [-22.13823, -0.32943, -12.32228], [-22.80573, 0.47618, -11.41986], [-22.07908, 1.36227, -10.60886], [-20.79525, 1.56631, -10.86838], [-13.99750, 2.01081, -11.77076], [-15.04952, 2.66632, -11.28839], [-10.57251, 3.72006, -11.42910], [-11.45222, 4.20348, -9.99860], [-11.27302, 5.45122, -11.28661], [-10.67706, 2.01421, -12.20956], [-11.03462, 0.00818, -12.98912], [-13.36909, -0.99781, -13.21929], [-15.82484, -0.82452, -12.75469], [-20.30298, -0.66941, -13.36400], [-22.59124, -1.09526, -12.90398], [-23.84055, 0.40633, -11.19229], [-22.60080, 1.94243, -9.87184], [-20.19821, 2.24528, -10.17754], [-19.39213, 4.92920, -12.47300], [-18.98718, 4.25080, -13.97503], [-17.87399, 3.38495, -14.07237], [-17.71818, 2.80968, -15.32181], [-16.64164, 1.51944, -15.57371], [-18.33930, 3.34448, -16.43909], [-17.94367, 2.76734, -18.03702], [-19.36220, 4.26641, -16.32746], [-20.18754, 4.93594, -17.69127], [-19.73855, 4.68743, -15.07148], [-21.09336, 5.73277, -14.76210], [-11.30137, 8.80275, -10.56827], [-12.48657, 8.29683, -11.02892], [-13.18798, 7.34788, -10.29558], [-14.43188, 6.92434, -10.75290], [-14.99008, 7.43008, -11.96476], [-14.27889, 8.39885, -12.67641], [-13.06355, 8.80160, -12.22180], [-16.56404, 6.82987, -12.36348], [-17.33119, 6.83166, -11.19221], [-17.04637, 7.38289, -13.54628], [-16.10988, 5.18617, -12.71761], [-15.32134, 4.92138, -13.81951], [-15.05336, 3.60403, -13.79173], [-14.15230, 3.17176, -14.66787], [-13.59638, 4.05199, -15.59526], [-14.09236, 5.33230, -15.62401], [-14.97815, 5.78817, -14.71468], [-11.09404, 8.79366, -9.56518], [-10.84285, 9.48613, -11.13428], [-12.73498, 6.92551, -9.44019], [-14.98103, 6.24900, -10.14286], [-14.64307, 8.86399, -13.56252], [-12.56489, 9.61822, -12.78428], [-13.84737, 2.12870, -14.74052], [-12.78008, 3.79572, -16.26163], [-13.76527, 6.01724, -16.44614], [-18.86214, 4.49540, -9.22759], [-17.62803, 3.66240, -9.41619], [-16.93849, 4.13835, -10.57158], [-17.23760, 2.71520, -8.84356], [-18.55648, 5.54390, -9.12636], [-19.24691, 4.16389, -8.26673], [-19.54476, 4.33094, -10.05901]]
}

---

Entry 3:
{
  "formula": "C33H24F3FeN5O6S3",
  "method": "ωB97M-V with the def2-TZVPD basis set",
  "multiplicity": 5,
  "e_homo_ev": [-2.5917, -2.5531],
  "fmax_ev_per_a": 0.5,
  "relative_energy_ev": 0.020,
  "lumo_ev": [3.987, 3.985],
  "total_charge": -2,
  "gap_ev": [6.579, 6.538],
  "elements": ["Fe", "C", "C", "N", "N", "C", "S", "S", "C", "C", "C", "C", "C", "C", "C", "C", "C", "C", "C", "C", "C", "O", "H", "H", "H", "H", "H", "H", "H", "H", "H", "H", "H", "H", "H", "H", "O", "C", "O", "C", "C", "C", "N", "C", "C", "C", "C", "C", "C", "C", "N", "C", "C", "C", "C", "C", "N", "H", "H", "H", "H", "H", "H", "H", "H", "H", "H", "F", "C", "F", "F", "S", "O", "O", "O"],
  "coordinates": [[-0.49505, -0.96900, 0.84570], [0.90947, 2.54070, -1.91861], [0.81662, 1.27932, -1.09558], [-0.12835, 1.06071, -0.25339], [-1.01328, 2.12474, -0.04704], [-1.51912, 2.09534, 1.14284], [-1.34553, 0.92332, 2.36903], [-2.57397, 3.51394, 1.51065], [-1.45604, 4.84007, 0.95563], [-0.30206, 5.04579, 1.89474], [-0.41635, 5.91863, 2.97341], [0.62714, 6.08414, 3.86947], [1.80370, 5.36510, 3.70561], [1.92480, 4.48527, 2.64090], [0.88187, 4.33066, 1.73918], [1.87847, 0.27338, -1.25257], [2.59155, 0.20257, -2.45204], [3.65373, -0.66369, -2.62888], [4.05066, -1.45258, -1.54830], [3.37643, -1.40280, -0.34921], [2.22833, -0.58877, -0.16370], [1.54956, -0.67290, 0.92948], [0.45098, 3.38036, -1.40517], [0.36721, 2.40600, -2.85911], [1.94761, 2.76395, -2.15585], [-2.06996, 5.74150, 0.90416], [-1.11894, 4.58811, -0.04769], [-1.34301, 6.46399, 3.11594], [0.51872, 6.76563, 4.70481], [2.61492, 5.47835, 4.41421], [2.82494, 3.89717, 2.51680], [0.97231, 3.62046, 0.92823], [2.27880, 0.82238, -3.28418], [4.14898, -0.73817, -3.58743], [4.88961, -2.13293, -1.65870], [3.65975, -2.04033, 0.48096], [-0.37369, -1.29280, -6.27601], [0.29587, -2.05679, -5.55309], [1.18290, -2.87597, -5.85917], [-0.01805, -1.96349, -4.03703], [-1.02855, -1.13300, -3.57055], [-1.28250, -1.07306, -2.20834], [-0.55943, -1.76052, -1.32729], [0.36582, -2.61169, -1.76564], [0.67092, -2.73712, -3.11410], [0.98279, -3.43648, -0.68873], [1.89689, -4.45488, -0.94927], [2.40763, -5.17086, 0.11515], [1.99709, -4.85241, 1.40195], [1.07787, -3.83055, 1.56649], [0.57286, -3.14743, 0.54527], [-2.42906, -0.33797, -1.60509], [-3.24535, 0.52174, -2.33226], [-4.32601, 1.10247, -1.69373], [-4.57511, 0.79401, -0.36568], [-3.70086, -0.06139, 0.28608], [-2.64675, -0.60187, -0.31508], [-1.59786, -0.57803, -4.30286], [1.42747, -3.41049, -3.48967], [2.20554, -4.66262, -1.96316], [3.12325, -5.96611, -0.05632], [2.37173, -5.38481, 2.26558], [0.72054, -3.55032, 2.54727], [-3.02651, 0.73629, -3.36841], [-4.96565, 1.79423, -2.22818], [-5.40753, 1.22804, 0.17074], [-3.82654, -0.31368, 1.33203], [-0.35087, -3.12474, 4.91491], [-1.67394, -2.90952, 4.79252], [-1.92068, -1.66327, 5.20606], [-2.29071, -3.74988, 5.64549], [-2.24719, -3.18570, 3.06249], [-3.67202, -2.99934, 3.15336], [-1.77467, -4.51514, 2.76784], [-1.54414, -2.11528, 2.36217]]
}